Entry 1:
C39H66N4O2RhSb2Si3 | wB97M-V/def2-TZVPD

```
117
Properties=species:S:1:pos:R:3:mulliken_spin:R:1
Rh -0.44606 0.22265 -0.89820 -0.2048
O -0.30677 4.01201 -1.98415 0.0578
C -0.84817 3.21391 -1.25127 -0.0732
N -1.25230 1.94918 -1.61018 0.1341
C -1.91368 1.83176 -2.80148 0.2154
C -2.59698 2.87283 -3.46204 -0.0647
C -3.26569 2.61757 -4.62759 0.1290
C -3.27276 1.32093 -5.19503 0.0063
C -2.61314 0.29395 -4.59160 0.0775
C -1.91428 0.52627 -3.37318 0.0750
N -1.16564 -0.36835 -2.71446 0.3543
C -0.98785 -1.63984 -3.29113 -0.0102
O -1.89355 -2.42577 -3.42585 0.0246
C 0.39109 -1.93676 -3.82212 -0.0176
C 0.62627 -3.18110 -4.39333 0.0413
C 1.84400 -3.39346 -5.02093 -0.0096
C 2.76680 -2.36126 -5.04446 0.0089
C 2.44168 -1.16111 -4.42173 -0.0033
N 1.27752 -0.94216 -3.82369 0.0055
C -1.30760 3.73788 0.10087 0.0142
C -1.90886 4.99083 0.06186 -0.0024
C -2.46647 5.52577 1.20677 0.0003
C -2.40226 4.80042 2.38772 0.0121
C -1.76418 3.58234 2.37170 0.0182
N -1.22647 3.06064 1.25764 -0.1293
H -2.58747 3.87276 -3.05196 -0.0044
H -3.79629 3.41787 -5.12562 0.0075
H -3.81234 1.14584 -6.11579 0.0040
H -2.63230 -0.69923 -5.01593 -0.0077
H -0.14861 -3.93480 -4.36597 0.0024
H 2.06311 -4.34281 -5.49172 -0.0008
H 3.72592 -2.47700 -5.53053 0.0008
H 3.14731 -0.33770 -4.41264 -0.0028
H -1.92239 5.52074 -0.87895 -0.0009
H -2.94540 6.49533 1.17957 0.0001
H -2.82676 5.17045 3.30989 0.0010
H -1.66312 2.98662 3.26551 -0.0175
C 2.87824 -4.29834 0.71338 0.0594
C 2.23833 -3.94686 -0.63124 0.1012
C 3.28584 -3.38187 -1.58436 0.0712
C 1.64113 -5.20162 -1.25345 0.0781
Sb 0.72534 -2.39358 -0.20562 0.6143
C 4.11579 0.28656 -0.89715 0.4988
C 3.98518 -0.27167 0.47922 0.1522
C 5.37301 0.02165 -1.64714 -0.0643
C 3.04063 1.16427 -1.43273 0.2109
C -1.09758 -3.56116 0.22227 0.0909
C -2.19004 -2.52121 0.44764 -0.1563
C -1.57165 -4.46392 -0.91808 0.1106
C -0.88964 -4.38976 1.49014 0.0491
H 3.64406 -5.06609 0.55657 0.0087
H 2.15136 -4.69782 1.42328 -0.0032
H 3.36598 -3.43723 1.17336 0.0026
H 4.04168 -4.15267 -1.77212 0.0017
H 3.80178 -2.50969 -1.18460 0.0069
H 2.84742 -3.10629 -2.54289 -0.0218
H 2.46384 -5.88666 -1.48535 0.0010
H 1.11163 -4.99307 -2.18399 -0.0281
H 0.97073 -5.72424 -0.57259 0.0124
H 3.89580 -1.36539 0.48764 0.0048
H 3.09754 0.11569 0.98675 -0.0451
H 4.86066 -0.04432 1.10061 0.0465
H 5.58297 -1.05162 -1.73429 0.0244
H 6.24806 0.45257 -1.14101 0.0387
H 5.34105 0.43876 -2.65383 -0.0046
H 2.04544 0.70400 -1.33535 -0.0263
H 3.18690 1.42135 -2.48165 0.0236
H 2.98289 2.11361 -0.87553 0.0751
H -2.21783 -1.76050 -0.33993 -0.0315
H -2.07864 -1.99020 1.39049 0.1232
H -3.16395 -3.01899 0.45098 0.0008
H -1.78377 -3.90096 -1.82583 -0.0295
H -2.51189 -4.93333 -0.60663 0.0020
H -0.87859 -5.26557 -1.15914 0.0045
H -0.52363 -3.78679 2.32526 -0.0079
H -0.18222 -5.20629 1.33564 0.0129
H -1.84145 -4.83919 1.79588 0.0056
C -0.54428 1.51904 5.16892 0.0080
Si -0.22592 0.27113 3.81189 -0.0113
C 1.50262 -0.43365 3.93787 0.0348
C -1.49070 -1.07898 4.00101 0.0596
Sb 0.03524 1.24790 1.38900 0.3685
Si 1.91293 3.05707 1.92454 0.0356
C 1.50457 3.88443 3.56132 0.0063
C 1.84391 4.36720 0.59029 0.0115
C 3.66679 2.43427 2.08667 0.0129
Si -3.86518 0.85937 1.54888 0.5068
C -4.33566 1.74341 3.15927 0.1119
C -4.78453 -0.77193 1.49298 0.1080
C -4.36248 1.90317 0.07390 0.1168
H -0.67155 0.92985 6.08257 0.0013
H -1.46138 2.09622 5.04976 -0.0006
H 0.28355 2.20542 5.33087 -0.0003
H 1.62000 -0.92713 4.90650 0.0041
H 2.27255 0.33625 3.86270 0.0003
H 1.68718 -1.18004 3.15990 0.0118
H -1.36442 -1.47620 5.01382 0.0021
H -1.35188 -1.90410 3.30934 -0.0188
H -2.51544 -0.71513 3.91436 -0.0025
H 0.44811 4.04088 3.77067 -0.0004
H 1.97833 4.87064 3.53169 0.0003
H 1.94748 3.34029 4.39712 0.0002
H 1.09975 5.13053 0.82675 -0.0018
H 1.65396 4.00832 -0.42004 0.0002
H 2.82173 4.85836 0.58491 0.0074
H 3.78234 1.52524 2.67526 -0.0030
H 4.20937 3.23362 2.60142 0.0003
H 4.14016 2.27885 1.11718 0.0095
H -3.62873 1.59567 3.97852 -0.0171
H -5.29978 1.35484 3.49960 0.0072
H -4.45118 2.81640 2.99705 -0.0084
H -4.39411 -1.51784 2.18467 -0.0098
H -4.77772 -1.19497 0.48843 -0.0089
H -5.82546 -0.57282 1.76915 0.0119
H -3.89212 2.88809 0.07147 -0.0178
H -4.10950 1.40404 -0.86279 -0.0134
H -5.44729 2.05353 0.09798 0.0218
```

Computed properties:
Net charge: +1
E_tot (Eh): -3354.4229
Expectation value of S²: 6.038
Spin multiplicity: 5
Maximum force (eV/A): 0.905
Frontier orbital gap (alpha / beta) (eV): 5.83 / 6.08


Entry 2:
C9H13ClN | wB97M-V/def2-TZVPD

```
24
Properties=species:S:1:pos:R:3:nbo_charge:R:1
C 2.53665 -0.80462 0.65479 -0.6514
C 2.91342 0.44002 -0.38799 -0.4135
C 1.69932 0.61865 -1.52455 -0.2366
Cl 2.01747 2.22097 -2.40070 -0.0182
C 0.29042 0.58097 -0.65832 0.0045
C -0.01229 1.73410 0.47371 0.0654
N -1.28722 1.66821 1.29455 -0.5009
C -2.34173 0.56578 1.15261 0.0359
C -2.15462 -0.62870 0.04314 0.0208
C -3.35451 -1.77989 -0.06454 -0.6648
C -0.79521 -0.62523 -0.88932 -0.1318
H 1.89725 -0.45841 1.57179 0.2193
H 2.02120 -1.69258 0.08682 0.2138
H 3.57586 -1.20184 1.06527 0.2478
H 3.93595 0.21486 -0.92052 0.2552
H 2.93672 1.42832 0.27556 0.2188
H 1.70898 -0.29865 -2.27324 0.2578
H 0.74493 2.60846 0.68437 0.2847
H -1.48536 2.41152 2.00531 0.4558
H -3.31076 0.59416 1.83157 0.2769
H -2.92266 -2.86974 -0.12896 0.2640
H -4.07544 -1.65962 0.87160 0.2524
H -3.93290 -1.57604 -1.08444 0.2639
H -0.60548 -1.49071 -1.67850 0.2802
```

Computed properties:
Net charge: +1
E_tot (Eh): -865.1452
Structure (SMILES): CC[C@H](Cl)c1c[nH+]cc(C)c1
Spin multiplicity: 1
Maximum force (eV/A): 4.556
Frontier orbital gap (eV): 8.13


Entry 3:
C4H23NO7 | wB97M-V/def2-TZVPD

```
35
Properties=species:S:1:pos:R:3:nbo_charge:R:1
C -1.71339 2.31315 1.70641 -0.4253
N -1.70626 1.09939 0.90567 -0.4503
C -2.33770 -0.01981 1.60569 -0.4120
C -0.44697 0.84450 0.27375 -0.2438
C 0.89813 0.90256 1.05782 -0.1018
O 1.97688 0.85555 0.11803 -0.7309
H -2.73310 2.50969 2.06907 0.2040
H -1.12362 2.25790 2.62710 0.1708
H -1.28281 3.16651 1.16962 0.1999
H -2.12345 -0.13850 2.66847 0.1764
H -2.18672 -0.93115 1.03804 0.2114
H -3.41405 0.20884 1.65209 0.1925
H -0.20414 1.70232 -0.36514 0.1985
H -0.40484 -0.08575 -0.27952 0.1938
H 1.13903 0.13348 1.80900 0.2159
H 0.88261 1.85853 1.60460 0.1511
H 1.71257 1.51908 -0.54223 0.4691
O -0.49116 -1.86822 -2.36016 -0.9623
H -0.61775 -0.92882 -2.20847 0.4757
H 0.43551 -1.95516 -2.11605 0.4865
O -0.43322 0.10476 -4.31995 -0.9640
H -0.56885 -0.84842 -4.35042 0.4920
H 0.43917 0.31084 -4.63513 0.4704
O 1.72874 -3.74300 0.68752 -0.9756
H 0.83875 -3.73782 0.27981 0.4754
H 2.22730 -3.09876 0.16507 0.5034
O -1.32147 2.92105 -1.77577 -0.9572
H -1.82782 2.83783 -2.56918 0.4802
H -1.91022 2.77654 -1.01708 0.4803
O 2.41008 -1.61265 -1.14009 -1.0135
H 2.25493 -0.68317 -0.82536 0.5160
H 3.30863 -1.70624 -1.49143 0.4849
O 2.22247 -1.98299 2.64158 -0.9687
H 1.86203 -2.85565 2.37870 0.4977
H 2.51075 -2.12642 3.53796 0.4596
```

Computed properties:
E_tot (Eh): -747.5954
Structure (SMILES): CN(C)CCO.O.O.O.O.O.O
Spin multiplicity: 1
Maximum force (eV/A): 2.171
Frontier orbital gap (eV): 9.05


Entry 4:
C6H13NO | wB97M-V/def2-TZVPD

```
21
Properties=species:S:1:pos:R:3:nbo_charge:R:1
C -3.17301 -0.99112 0.28766 -0.3955
C -2.06624 -0.27704 0.38867 -0.1978
C -1.22619 0.06467 -0.77781 -0.0661
C -1.89504 0.29662 -2.11308 -0.6387
C 0.10174 -0.06081 -0.70100 0.1798
C 0.80502 -0.51973 0.54838 -0.6601
N 0.95033 0.10113 -1.83737 -0.8784
H -3.67861 -1.38904 1.15946 0.1974
H -3.58418 -1.42082 -0.62420 0.1902
H -1.71988 0.02240 1.37357 0.2095
H -2.98690 0.25401 -2.08589 0.2202
H -1.60118 1.24275 -2.55512 0.2180
H -1.59935 -0.50316 -2.79846 0.2130
H 0.60808 -1.57222 0.75403 0.2189
H 1.87330 -0.35189 0.43966 0.2271
H 0.55769 0.04441 1.44835 0.2158
H 0.98719 -0.68816 -2.46403 0.3724
H 0.85294 0.97122 -2.33557 0.3741
O 5.82515 1.64529 4.29644 -0.9318
H 5.16570 0.96499 4.11688 0.4657
H 5.80344 2.16649 3.47939 0.4661
```

Computed properties:
E_tot (Eh): -366.3554
Structure (SMILES): C=C/C(C)=C(\C)N.O
Spin multiplicity: 1
Maximum force (eV/A): 1.277
Frontier orbital gap (eV): 9.05


> Number 3 is which compound?

C4H23NO7